No. 1
92
Properties=species:S:1:pos:R:3:forces:R:3:mulliken_charge:R:1 method="wB97M-V/def2-TZVPD" total_charge=-2 gap_ha=0.1387
H -3.01551 -4.55345 2.94551 -0.1 0.0 0.1 0.224
Cl 7.26249 1.45731 -3.77231 0.1 0.1 -0.1 -0.328
C -3.48940 5.32117 0.89992 0.5 -0.2 -0.3 -1.196
H 1.95109 2.47070 -4.28908 0.1 -0.1 -0.2 0.395
N -0.78480 -0.69024 2.65510 -0.6 0.4 0.6 1.957
H 1.31556 -0.97384 -1.91149 0.0 0.2 -0.7 -0.731
H 3.25105 -0.44690 0.99908 0.1 -0.1 -0.1 0.241
H 0.42139 4.83364 0.05763 0.1 -0.1 -0.1 0.268
N -0.67028 -3.12098 2.23527 -0.4 -0.4 0.5 0.397
C 0.96584 0.34091 3.35609 -0.4 -0.1 0.1 0.637
H -1.71184 1.90522 -2.19775 0.0 0.3 -0.1 0.557
C -2.67284 0.55048 3.78004 0.1 -0.2 -0.1 -1.323
C -0.58367 0.70236 -5.01291 0.3 0.0 0.6 -1.255
H -1.66045 0.17644 -1.88697 -0.1 -0.2 0.1 -0.161
H -2.37201 -3.80505 4.40634 -0.1 0.0 0.0 0.225
C -0.43005 5.32677 0.51695 -0.5 -0.3 -0.3 -1.019
Si -2.03519 4.41647 0.01725 -0.1 0.1 0.2 0.318
C 2.44715 -4.68963 1.48300 0.0 0.2 -0.1 -1.427
H 4.36480 1.56975 0.11804 0.0 0.0 0.1 0.307
H -4.44325 4.88142 0.62707 -0.2 -0.2 -0.1 0.308
C -3.01926 -1.54854 -0.09239 -0.2 0.0 -0.3 0.711
H 2.98044 -0.25719 3.28012 0.2 0.0 0.0 0.320
H -1.99106 2.57372 1.64730 0.1 0.0 0.2 0.079
H 3.18129 -1.98251 -0.03455 0.1 0.2 0.1 0.398
H -0.13595 1.83884 4.58509 -0.1 0.2 0.1 0.403
H -3.06215 -0.25572 4.40791 -0.1 0.1 0.0 0.279
H -3.39323 5.24507 1.97764 0.1 -0.1 0.3 0.306
Te -0.10081 1.42182 -0.06164 -0.4 0.2 0.0 0.199
C -1.05273 1.07024 -1.98224 0.7 -0.2 -0.1 -0.502
C -2.36615 4.66734 -1.85321 0.2 -0.2 0.6 -0.878
C -2.17495 -4.55710 3.64053 0.0 0.2 -0.1 -1.409
C 1.30250 2.45534 -3.41699 -0.2 -0.6 0.1 -1.130
H 6.05049 2.50210 -1.39201 0.0 0.0 0.0 0.350
C 4.12076 -0.30443 -0.92828 0.5 0.1 -0.3 0.960
Pd 0.98384 -1.00047 0.08414 0.3 0.2 -0.1 -0.739
C -1.59236 -2.49578 -1.48216 -0.3 -0.1 0.2 0.737
H 2.73134 1.46758 2.95307 0.2 0.0 -0.1 0.167
H -0.29127 5.27788 1.59311 0.0 -0.1 0.2 0.313
H 1.92551 2.58509 -2.53778 0.1 0.0 0.2 0.277
C 5.62159 1.52531 -1.58887 0.2 0.0 -0.3 -0.776
C -1.97549 2.62665 0.56166 0.4 0.6 -0.5 -0.314
C -0.13903 0.99419 3.92113 -0.2 0.1 -0.1 -1.031
C 4.68833 0.99304 -0.73932 -0.3 -0.2 0.1 -0.224
C 3.25259 -0.88836 -0.00003 -0.5 -0.3 0.6 -1.835
C -2.90473 -2.00938 -1.39059 0.0 0.1 0.1 -1.320
H -3.53015 6.37569 0.64617 0.0 0.3 -0.1 0.302
H -4.56515 -1.45459 1.37919 -0.1 0.0 0.1 0.287
B -1.56505 -1.87823 2.05903 0.6 -0.1 -0.2 -1.091
H -1.43999 -4.28251 -2.60055 0.1 0.0 -0.1 0.384
H -0.41924 6.37465 0.22741 -0.1 0.2 -0.1 0.338
Si 0.28341 0.83455 -3.29976 0.0 0.2 -0.3 0.133
H 4.14914 -1.96408 -2.31520 0.0 -0.1 0.0 0.284
H 2.71927 -5.68907 1.82393 0.0 0.0 0.0 0.378
H -2.75657 1.49639 4.31938 -0.1 -0.1 0.0 0.399
N -1.84096 -1.77074 0.53297 -1.0 0.0 -0.1 2.582
H 0.64176 3.31675 -3.48664 -0.2 0.1 0.0 0.288
C 1.32979 -0.70851 -3.01087 -0.3 0.5 0.1 0.897
H -2.11310 -5.53545 4.11765 0.0 0.0 0.0 0.359
H -3.28099 0.60000 2.87812 -0.1 0.0 0.0 0.091
N -0.97976 -2.33160 -0.32301 0.5 -0.3 -0.7 -1.137
H -1.26939 -0.13674 -5.05339 -0.2 -0.3 0.0 0.326
H 2.37096 -0.53907 -3.27737 0.1 0.1 -0.1 0.276
C -4.20892 -0.89471 0.51544 0.1 0.0 0.2 -1.421
N 0.54863 -0.65917 2.60083 0.9 0.0 0.3 -0.549
C -0.90637 -4.26974 2.90664 0.0 -0.3 0.1 0.620
H 3.16813 -3.96923 1.86343 0.2 0.0 0.0 0.232
C 6.02919 0.79936 -2.70442 0.0 0.0 -0.1 0.334
C 4.56186 -0.98475 -2.10647 -0.3 -0.1 0.3 -0.370
H -3.28556 4.16928 -2.15031 -0.2 -0.1 0.0 0.314
H -3.96939 0.11709 0.83813 0.0 0.1 0.1 -0.051
H 5.78880 -1.00206 -3.85524 0.0 0.0 0.0 0.355
H 0.08462 -3.39805 -2.39032 0.1 0.0 -0.1 0.190
H -1.13745 -2.82539 -3.56041 0.1 0.0 0.0 0.303
C 1.08259 -4.31769 1.95275 -0.3 0.0 0.2 0.552
N 0.53141 -3.15386 1.66411 1.1 -0.5 -0.3 0.350
C -0.97964 -3.28935 -2.58669 0.0 0.1 0.2 -1.704
H 2.61401 0.86294 4.61336 0.0 0.0 0.0 0.446
H -2.61069 -2.00955 2.63052 -0.2 0.0 0.1 -0.256
H -1.55709 4.24936 -2.44228 0.2 -0.1 -0.2 0.075
C 5.48088 -0.45158 -2.97189 0.3 0.3 -0.1 -0.552
H 2.49609 -4.65813 0.39596 0.1 0.0 -0.1 0.219
H 0.96548 -1.56465 -3.57310 -0.1 -0.1 -0.2 0.368
H 0.15136 0.56863 -5.80017 0.2 0.0 -0.2 0.341
H -2.82067 2.05108 0.19393 -0.2 -0.1 -0.1 0.134
H 0.36727 -6.06092 3.14945 0.0 -0.1 0.1 0.403
H -2.46248 5.71867 -2.11495 0.0 0.2 0.1 0.366
H -3.64578 -1.97268 -2.16961 -0.2 0.0 0.0 0.345
H -1.14740 1.60221 -5.23595 -0.2 0.3 0.0 0.276
C 2.41365 0.62459 3.56685 -0.1 -0.1 -0.2 -1.642
C -1.23906 0.30274 3.45195 0.0 0.3 0.1 0.344
H -5.00496 -0.83516 -0.22637 0.0 0.0 0.0 0.412
C 0.20794 -5.07399 2.74936 -0.3 0.0 0.1 -1.264


No. 2
22
Properties=species:S:1:pos:R:3:forces:R:3:nbo_charge:R:1 method="wB97M-V/def2-TZVPD" de_lowest_ev=5.367 gap_ha="0.2992 / 0.2204"
C -0.95941 3.60405 -2.24359 1.8 -1.6 0.7 -0.128
H 2.95294 -1.91549 -1.09080 0.9 0.3 -0.6 0.397
B -0.68751 1.48092 -1.48139 0.4 -2.3 -2.9 0.941
H -0.97431 -0.07346 0.84804 0.8 -0.1 0.3 0.426
H -2.02197 3.78277 -0.29336 -0.8 0.2 -0.4 0.183
C -1.05118 3.53609 -0.68993 -2.9 -1.1 -1.2 -0.125
O -0.97585 2.09101 -0.39034 0.2 2.3 3.2 -0.752
O -0.69421 2.18466 -2.63189 -0.7 0.4 0.0 -0.741
C 1.05629 -2.70904 1.10325 0.9 0.4 -0.3 0.080
C 0.30889 -3.60734 1.97278 -1.9 -0.9 -3.5 -0.637
C 1.36361 -0.87364 -0.22307 1.3 1.0 -2.6 -0.070
C 0.53669 -1.45125 0.74209 0.7 0.2 0.2 0.063
H -0.74467 -1.10353 2.23236 -0.3 0.2 -0.4 0.384
H -0.03873 -3.13436 2.82428 -0.3 0.4 2.1 0.209
H 0.00941 3.96045 -2.55515 -0.2 1.4 -0.1 0.201
H -0.63685 -3.91120 1.36124 1.2 0.7 1.0 0.217
N -0.39385 -0.75295 1.34717 -2.2 0.4 1.2 -0.662
H -1.81024 3.97545 -2.79656 -0.1 0.2 0.1 0.202
H -0.47999 4.18021 -0.10422 2.2 0.4 0.6 0.197
H 0.77829 -4.53137 2.00718 1.1 -1.6 1.2 0.243
N 2.28900 -1.83444 -0.36863 -0.9 1.7 0.0 -0.396
N 2.17362 -2.89752 0.43055 -1.2 -2.5 1.4 -0.233


No. 3
64
Properties=species:S:1:pos:R:3:forces:R:3:nbo_charge:R:1 method="wB97M-V/def2-TZVPD" gap_ha=0.0635
H 2.30554 3.25383 5.64102 -0.1 0.0 -0.1 0.242
H -2.86247 0.36384 2.73400 1.3 1.3 -0.9 0.500
H -0.39184 -2.59254 -5.53091 0.0 0.0 0.0 0.226
H 1.87710 -0.95385 -0.29326 0.0 0.0 0.0 0.228
O -2.85131 -2.36401 -5.68070 0.2 0.2 0.2 -0.430
H -2.36206 -3.84966 2.13542 -0.6 -0.3 -0.1 0.206
C -0.85032 -3.03024 3.37552 1.3 0.6 -0.5 -0.476
H 0.56669 -1.18299 -3.77854 -0.1 -0.1 0.0 0.161
V -0.59939 1.26698 2.99287 5.0 0.6 -0.2 1.625
H 3.90138 0.01296 -5.22499 0.0 0.0 0.0 0.207
C -4.51925 4.95664 2.09924 -0.1 0.0 0.0 -0.384
N 2.25707 -2.40445 -3.39938 0.0 -0.3 0.2 -0.455
Cl -4.21322 3.40456 2.91683 -0.1 0.0 0.1 -0.060
F 1.56520 0.83079 1.42137 1.0 0.5 1.2 -0.271
H -3.10558 4.54776 0.52672 0.0 -0.1 0.0 0.230
C 2.25232 4.33921 5.61885 0.1 -0.1 0.2 -0.387
H -1.39408 -2.82722 4.28666 -0.6 0.1 0.1 0.226
O -4.07271 -2.41562 3.47525 -1.0 -1.0 -0.9 -0.829
Br -0.69976 -3.12721 0.51498 0.0 -0.1 -0.2 0.093
H 4.26989 -2.02549 -3.72289 0.0 0.0 0.2 0.196
H 3.32775 -2.55074 -1.61428 0.1 0.0 -0.1 0.192
H 4.29682 4.73102 5.16300 0.0 0.0 0.0 0.219
H 3.54305 0.29780 -3.53430 -0.1 0.0 0.1 0.208
H 3.33866 -2.27179 -5.15529 -0.1 0.0 0.0 0.188
Cl 3.30714 4.19687 3.10987 0.0 0.0 0.0 -0.033
C -3.36673 5.34802 1.21313 0.0 0.1 -0.1 -0.392
H 0.38842 -1.51465 2.36248 0.1 0.3 -0.3 0.228
H 1.08641 -0.45665 -1.78086 0.0 0.0 0.0 0.200
H 2.81368 -0.15942 -1.53266 0.0 0.1 0.0 0.209
H 1.20136 -2.03465 -6.02908 0.0 0.0 0.0 0.196
O -3.38473 -0.35270 3.43436 -0.8 0.0 -0.6 -0.648
H -3.63426 6.22889 0.63283 0.0 0.0 0.0 0.221
H -3.35630 -2.53308 -7.68081 -0.2 0.2 0.3 0.146
H 2.22740 0.05952 -4.68925 0.0 0.0 0.0 0.203
H 0.32053 -1.41513 4.13235 0.2 0.5 0.1 0.229
C 3.30778 -1.78200 -4.17811 0.0 0.1 -0.3 -0.213
C 2.00817 -0.87165 -1.37175 0.1 -0.1 0.1 -0.640
O 0.71393 1.32429 4.01198 -2.4 -0.2 -0.4 -0.784
Cl -1.91211 5.76225 2.15368 0.0 0.0 0.0 -0.049
H 0.24648 -2.83022 -3.24706 0.0 0.1 0.1 0.191
H 2.37181 4.71338 6.63418 0.0 0.1 0.0 0.213
O -2.47786 -1.77566 2.02129 0.7 -0.2 -0.5 -0.521
H -5.42035 4.83392 1.50181 0.0 0.0 -0.1 0.218
C 2.33575 -2.24869 -1.95974 0.1 0.2 0.3 -0.201
H 1.28315 -2.61611 3.37226 0.5 -0.2 -0.1 0.238
O -2.02840 1.16959 2.01863 -1.9 -1.2 0.9 -1.130
C 0.67218 -2.66606 -5.31256 0.1 0.0 -0.2 -0.623
C 0.36046 -2.07729 3.28167 -0.7 -0.1 0.8 -0.638
Cl 0.61318 4.79240 5.08946 -0.1 0.0 0.0 -0.069
C 3.31691 4.92541 4.73086 0.1 0.1 -0.1 -0.395
C -3.32502 -1.54009 2.98920 1.3 1.2 2.2 0.915
C -2.51887 -2.48809 -6.95165 -0.6 -0.6 -1.4 -0.283
C 0.90325 -2.22737 -3.87991 -0.1 0.2 -0.2 -0.209
H 1.64977 -2.97891 -1.52055 -0.1 -0.1 -0.1 0.171
H -4.71169 5.70756 2.85967 0.1 0.0 0.1 0.223
Mg -5.36707 -1.94400 2.01689 -0.6 -0.4 0.0 1.120
H 0.98170 -3.70068 -5.46805 0.1 0.0 0.0 0.204
H -0.48901 -4.03866 3.47633 0.0 -0.6 0.0 0.240
F 3.35957 1.08579 1.82627 -2.2 -0.4 -0.7 -0.227
H 3.19422 5.99960 4.62159 -0.1 0.0 0.0 0.216
C 3.23008 -0.26604 -4.41031 0.2 0.0 0.0 -0.638
H -1.88689 -1.65882 -7.37432 0.1 0.1 0.5 0.232
C -1.70117 -3.00530 2.14176 -0.4 -0.5 -0.2 0.039
H -1.89236 -3.37514 -7.21311 0.3 0.1 0.5 0.187


No. 4
90
Properties=species:S:1:pos:R:3:forces:R:3:lowdin_spin:R:1 method="wB97M-V/def2-TZVPD" total_charge=-1 gap_ha="0.1292 / 0.1222" spin_multiplicity=2
C 0.59395 2.53022 -1.73804 -0.1 0.4 -0.3 0.001
P -3.42412 -0.32042 0.68498 0.6 -0.4 2.0 -0.020
C 0.37137 1.58111 3.27938 -0.2 0.1 0.6 0.001
N -0.84994 -2.47356 -2.15241 1.5 -0.4 -0.9 -0.003
H 1.06236 1.00148 3.90508 -0.2 0.1 -0.1 0.000
H 2.41720 0.20789 -6.11767 -0.3 -0.2 0.3 0.000
H 2.95181 -0.78877 -0.79223 0.1 0.2 -0.1 0.000
H -0.55985 3.94153 1.81525 -0.1 -0.1 -0.2 0.000
C -3.03297 -0.03702 4.44771 -0.1 0.2 0.4 0.000
C 0.27037 1.65216 -6.13381 -0.3 -0.4 0.3 0.000
O -4.82324 0.37698 1.20754 0.1 -0.2 0.3 -0.004
C -1.48317 -4.57103 3.56037 0.3 0.3 0.4 0.000
H -2.28286 -5.14468 4.02420 0.0 0.2 -0.2 0.000
H 1.04726 1.97754 -2.57080 -0.1 0.1 0.1 0.000
N 0.70272 -3.58764 3.84558 -0.2 0.7 0.7 0.000
C -1.78679 2.10990 -4.96628 0.2 -0.4 -0.3 0.000
H -5.75298 -1.50416 2.58343 0.1 -0.3 -0.1 0.000
C -0.68555 -0.00965 -4.68326 0.0 0.4 0.2 0.000
O -2.41386 -0.27917 2.05216 -1.2 -0.6 -0.3 -0.005
C 1.76548 0.85814 -0.13735 -1.4 -0.4 0.1 0.005
H 3.73343 0.78092 -1.02844 -0.1 -0.1 0.0 0.000
H -0.28203 -3.30522 0.58909 -0.2 -0.4 0.4 0.000
H 2.11997 -0.30962 -4.43683 -0.2 -0.1 -0.5 0.000
O -3.80624 -1.94155 0.68434 -1.0 1.1 0.0 -0.004
C -2.63023 0.54867 -3.21808 -2.2 -0.4 0.4 -0.003
C -1.43788 -4.25006 2.20354 0.1 -0.3 -1.3 0.000
H -4.27347 2.40195 1.32729 0.0 -0.3 0.2 -0.001
H 1.07330 2.00566 -6.78422 -0.1 -0.2 0.2 0.000
C 0.12977 2.20337 0.80168 0.6 -1.2 0.2 -0.002
H -2.58321 2.80049 -4.68122 0.2 -0.2 -0.2 0.000
H -3.66754 0.85649 -3.40736 0.1 0.3 -0.3 0.000
H -5.81735 -1.91088 0.07637 0.2 -0.1 0.1 0.000
C 1.69680 -0.31260 -5.46228 0.7 -0.2 -0.3 0.000
H 2.21731 -2.45863 1.11815 -0.1 0.4 -0.5 0.000
H -0.98744 3.89825 0.09691 -0.1 -0.1 0.1 0.000
C -0.88020 3.27827 0.99469 -0.4 0.3 0.2 -0.002
N -0.67045 -1.22268 -3.96929 -0.1 -1.3 0.4 0.000
H 3.58939 -0.50839 1.52260 0.0 0.3 0.3 0.002
H -2.21090 0.65930 4.63810 -0.2 -0.1 -0.1 0.000
H -6.74152 -2.89008 2.09497 0.1 0.0 0.1 0.000
H -6.24114 3.13882 2.46891 -0.1 0.0 0.0 0.000
C -2.67883 -1.01333 3.37071 0.4 0.2 -1.7 0.000
H -3.22017 -0.59383 5.37389 0.1 0.0 -0.1 0.000
C 2.87426 0.13721 2.02777 -0.1 1.2 -0.8 0.031
C -1.72653 0.86744 -4.33938 0.4 0.4 -0.4 0.000
C -1.21594 -1.30854 -2.70400 3.3 -1.7 1.3 -0.004
H -2.56341 -0.59903 -2.93708 -1.2 3.0 -0.6 0.000
H -5.06098 -3.49960 0.35901 -0.1 0.2 0.0 0.000
H -6.77595 2.24594 1.03713 0.1 -0.1 0.1 0.000
C -0.84494 2.46846 -5.93110 -0.1 -0.3 0.4 0.000
C -0.01359 -3.15460 -3.08586 -0.8 0.1 0.7 0.000
H -3.46425 -1.75882 3.19771 0.3 0.2 0.0 0.000
H -0.11524 4.13236 -7.05662 0.1 0.2 -0.1 0.000
C -1.05682 3.70755 -6.72557 0.0 0.3 -0.2 0.000
C -0.37454 -4.14773 4.32625 -1.0 -0.6 -0.7 0.000
H -0.46303 2.69722 -1.98146 0.2 0.0 -0.1 0.000
C 0.75996 1.81835 -0.44002 -0.6 -0.7 0.2 0.006
H 0.40120 -2.65302 -5.20694 0.0 0.0 0.3 0.000
C -5.71479 -2.50991 2.14615 -0.3 0.0 0.3 0.000
H 2.94357 0.27398 3.10005 0.0 -0.3 -0.1 0.002
H 1.99950 -1.62545 2.82664 0.9 -0.7 -0.3 0.001
H -1.73417 -1.52564 3.55751 -0.1 0.0 0.1 0.000
Ce -0.70826 -0.80270 -0.26640 2.2 1.3 1.7 1.005
C 1.87214 0.75633 1.31670 0.6 -0.3 0.4 0.001
H -4.45015 1.56740 2.90982 0.1 0.0 -0.7 0.000
H 0.61005 -4.02173 -2.82429 -0.9 0.3 -0.3 0.000
H 1.61846 -1.35806 -5.79651 0.3 0.6 0.1 0.000
H -0.43122 -4.33782 5.38942 0.3 -0.1 0.4 0.000
C -6.29178 2.14542 2.01221 -0.1 0.1 0.0 0.000
C -0.01000 -2.43793 -4.23209 0.3 0.7 -0.2 0.000
C -0.34818 -3.57143 1.65846 -0.9 -1.0 0.4 -0.001
H -2.30216 1.10833 -2.31710 -0.1 -0.6 -0.2 -0.002
H 1.08234 3.52206 -1.70942 0.0 -0.1 -0.1 0.000
C -4.86561 1.66498 1.89506 0.3 -0.2 -0.3 -0.001
H 2.41557 0.27716 -2.10005 0.0 0.0 0.1 0.000
H -5.14027 -3.18526 2.79233 -0.1 0.2 -0.1 0.000
H -1.87230 2.87765 1.26423 0.3 0.2 -0.1 -0.001
H 0.36946 2.62130 3.64112 0.0 -0.1 0.1 0.000
H -6.90068 1.51232 2.67062 0.2 0.0 -0.3 0.000
H -2.25196 -4.57880 1.53460 0.3 0.3 0.3 0.000
C -5.16309 -2.48142 0.74687 0.6 0.1 -0.3 -0.001
H -1.60962 4.45457 -6.16008 0.0 0.1 0.1 0.000
C 0.39052 0.41201 -5.47939 -0.5 0.7 0.0 0.000
H -0.64295 1.18504 3.44672 0.3 0.1 0.0 0.000
C 2.75854 0.26087 -1.05715 0.5 -0.2 -0.4 0.001
C 0.74591 -3.22825 2.51556 0.4 0.6 -0.7 0.000
H -1.64662 3.47732 -7.61291 0.0 0.0 -0.1 0.000
H -3.94572 0.52320 4.21831 0.2 -0.2 0.1 0.000
C 0.74736 1.50613 1.85433 -0.3 0.1 -1.3 0.004
C 1.78936 -2.40581 2.09940 -1.1 -0.4 0.7 0.000


No. 5
35
Properties=species:S:1:pos:R:3:forces:R:3:nbo_charge:R:1 method="wB97M-V/def2-TZVPD" total_charge=+1 gap_ha="0.2347 / 0.2347" spin_multiplicity=2
H -2.81481 -4.45937 0.00638 0.0 0.0 0.0 0.235
H 0.86288 5.04418 0.02019 0.0 0.0 0.0 0.226
C 2.99225 5.22494 0.01634 0.0 0.0 0.0 -0.163
C -4.82444 -0.94297 -0.00708 -0.1 -0.1 0.0 -0.108
H 1.77740 -2.80694 0.00192 0.1 0.0 0.0 0.236
H -0.96419 -6.08667 0.01762 0.0 0.0 0.0 0.246
H 5.12783 2.62107 -0.00904 0.0 0.0 0.0 0.246
C -4.37359 0.36262 -0.00562 0.0 0.1 0.0 -0.230
H 5.13912 5.09467 0.01625 0.0 0.0 0.0 0.228
C 0.55833 -4.57781 0.00801 0.1 -0.1 0.0 -0.227
H -4.25784 -3.01095 -0.00275 0.0 0.1 0.0 0.235
C 1.80574 4.51370 0.01344 -0.1 0.0 0.0 -0.237
C -0.74923 -5.02561 0.00999 -0.1 -0.1 0.0 -0.107
C 4.20281 4.55216 0.01009 0.0 0.0 0.0 -0.219
C -1.79307 -4.10959 0.00387 0.0 -0.2 0.0 -0.232
N -2.12386 -0.42659 0.00510 -0.1 0.1 -0.1 -0.600
C 0.77472 -3.21563 0.00173 -0.1 0.1 0.0 0.072
C 1.77783 3.11850 0.00302 0.1 0.0 0.0 -0.100
N -0.23024 -2.32746 -0.00474 0.1 -0.1 0.0 -0.626
C -1.50391 -2.76148 0.00000 -0.1 0.3 0.0 0.265
C -3.00934 0.57760 -0.00262 0.0 -0.1 0.0 0.091
C -3.90936 -1.98866 -0.00061 -0.2 0.0 0.0 -0.210
Yb 0.23887 0.01062 -0.00695 -1.5 -0.3 0.0 2.115
C 4.19757 3.17147 -0.00407 0.0 0.1 0.0 -0.150
C 3.25746 0.94451 -0.02572 -0.7 -0.1 -0.1 0.792
H -5.05215 1.20405 -0.01246 0.0 0.0 0.0 0.253
H 2.96347 6.30759 0.02507 0.0 0.0 0.0 0.226
S 0.08495 2.48565 0.01318 0.3 0.2 0.0 -0.471
H -5.88555 -1.15657 -0.01499 0.0 0.0 0.0 0.245
O 4.34468 0.45686 -0.05435 0.3 -0.2 0.0 -0.541
C -2.56255 -1.69832 0.00075 0.3 -0.2 0.0 0.155
H -2.60207 1.58093 -0.00526 0.0 0.0 0.0 0.234
H 1.39749 -5.25905 0.01450 0.0 0.0 0.0 0.254
O 2.14144 0.15082 -0.02092 2.1 0.6 0.0 -0.964
C 3.01134 2.43174 -0.01028 -0.1 -0.1 0.0 -0.170


no.,E (Eh)
1,-2961.7061
2,-574.0658
3,-6855.5781
4,-2530.6437
5,-2471.7810